69
Properties=species:S:1:pos:R:3 method="wB97M-V/def2-TZVPD" charge=-2 fmax_ha_per_bohr=0.1850 de_lowest_kj_mol=273.15 total_energy_ev=-53883.8083 orbital_gap_ev=8.2
C -15.6292 13.1655 42.6333
P -12.8258 17.9494 44.8059
N -14.4149 14.9131 43.2819
C -10.3468 14.9617 44.9760
N -11.4227 14.9330 44.1798
H -13.8144 15.6821 44.0683
H -15.2296 16.8993 46.2738
H -14.7859 20.4659 41.7286
C -15.5153 19.7483 41.6543
C -14.9665 17.4897 48.4523
N -15.6875 18.8629 42.6866
O -13.2253 16.5752 44.6230
H -16.2162 12.2091 42.5067
H -10.1619 12.2659 42.7622
N -17.5940 19.2398 46.2591
H -20.6081 17.9666 45.4455
H -17.0047 23.2997 44.7177
C -15.6326 16.4214 48.9778
H -16.5829 20.7376 43.7926
C -17.9150 18.6176 47.4878
C -11.4774 13.9677 43.2088
N -13.9641 16.9364 47.7169
H -15.3341 17.7116 45.1414
H -15.5324 23.1717 47.2688
H -16.6266 20.2326 39.9493
O -15.4868 16.6446 45.4649
C -9.5603 13.9043 44.5494
C -15.6379 22.4984 46.5365
C -13.9788 15.6356 47.6584
H -12.3460 15.5548 44.3857
C -16.5391 19.4796 40.7607
O -12.6121 18.2033 46.2378
H -14.9198 18.8581 43.5021
H -15.8994 14.1343 40.4334
H -10.2998 15.6750 45.9192
C -10.3100 13.2682 43.3999
O -11.9251 18.6464 43.8152
C -16.2436 21.3817 44.6903
H -18.5192 17.9841 40.8299
C -19.1380 17.9798 47.3073
C -16.4173 22.6109 45.1435
H -19.7721 17.6708 48.0866
H -12.3463 13.6945 42.4093
H -15.0304 18.5362 48.4698
C -14.7781 15.0796 41.9626
H -14.1403 20.7986 47.1982
H -18.4069 19.3112 44.2690
H -17.3700 18.6687 48.4114
C -16.7754 18.0110 42.5583
H -16.4602 16.5833 49.6521
H -15.2868 13.9959 48.7196
H -14.6578 19.8059 44.7974
H -8.7172 13.4738 45.0300
C -19.6583 18.2666 45.8994
N -15.2678 20.6118 45.4109
H -13.3325 15.1498 46.9038
O -14.3114 18.6141 44.5509
H -14.6758 16.3992 44.9942
H -16.5271 19.6623 45.9770
C -17.4695 18.4178 41.4193
H -14.9655 13.1824 44.8704
C -15.0355 21.3125 46.5473
C -15.4867 14.0775 41.4040
C -15.0016 15.1926 48.5653
H -14.3313 16.0490 41.4257
C -15.0941 13.7106 43.7382
H -16.9370 17.2192 43.1400
C -18.6115 18.9997 45.3506
H -13.2170 17.6514 47.1721